(1)
C10H10S | ωB97M-V/def2-TZVPD

Summary:
Energy above the lowest of the compared OMol25 structures with the same formula, charge and spin: 154.38 kcal per mole

Each line ends with the Löwdin charge.
CARTESIAN COORDINATES (ANGSTROEM)
H: -0.441 -2.025 1.047  0.099
H: -2.238 -0.554 1.617  0.177
C: -1.634 -0.018 -0.390  -0.243
C: 1.275 1.148 -1.267  -0.075
H: 1.514 -1.104 -1.564  0.122
C: -1.221 1.470 -0.601  0.077
C: -1.283 -0.258 1.027  -0.334
H: 0.295 -1.194 2.293  0.104
C: 1.254 -0.736 0.432  -0.126
C: 0.040 -1.109 1.255  -0.129
C: -1.046 1.134 1.539  -0.657
S: -0.696 1.854 2.853  0.778
H: 2.026 -1.405 0.564  0.076
H: -0.611 -0.950 -2.299  0.130
H: 1.834 1.491 -2.210  0.145
C: -0.510 -0.286 -1.443  -0.130
H: 1.775 0.264 0.927  0.163
C: -0.195 1.199 -1.402  -0.196
H: 1.524 1.750 -0.496  0.068
C: 1.021 -0.335 -1.042  -0.218
H: -2.682 -0.338 -0.839  0.168

---

(2)
C9H30NO7P2 | ωB97M-V/def2-TZVPD

Summary:
Net charge: +1

Each line ends with the Löwdin charge.
CARTESIAN COORDINATES (ANGSTROEM)
H: -1.872 0.671 2.756  0.140
H: -1.593 -7.074 -2.473  0.147
C: -3.000 1.498 1.120  -0.054
O: 0.747 4.723 0.600  -0.075
H: -0.818 5.982 0.238  0.141
H: -2.400 3.059 3.333  0.092
N: 0.744 -1.570 0.497  -0.283
O: -0.623 1.149 1.214  -0.109
C: -1.765 1.463 2.007  -0.491
H: 1.551 4.410 0.153  0.091
O: 5.054 -0.187 0.976  -0.359
H: -3.139 0.535 0.617  0.078
H: -2.574 -6.646 -0.199  0.086
H: 0.814 -6.992 -1.842  0.085
H: 0.372 -0.672 0.117  0.138
C: -2.301 -5.826 -0.870  -0.065
H: 0.589 4.519 -2.064  0.081
H: 0.459 -5.879 -0.528  0.066
H: -0.520 1.848 0.546  0.089
H: 1.279 7.318 0.380  0.086
H: 1.933 6.488 -1.025  0.084
H: -3.899 1.722 1.703  0.093
H: -2.896 2.254 0.334  0.083
H: -0.823 5.586 -2.244  0.088
O: -0.909 -5.166 -2.715  -0.059
C: 0.041 -6.698 -1.124  -0.065
C: 1.001 6.817 -0.554  -0.058
H: 2.005 0.246 1.944  -0.010
C: -1.545 2.797 2.703  -0.045
H: 3.381 -0.034 -1.201  0.088
O: 4.663 -2.942 0.618  -0.196
H: 3.958 -3.511 0.157  0.096
C: -0.298 4.915 -1.557  -0.064
H: -0.162 -7.545 -0.461  0.086
H: -3.198 -5.498 -1.406  0.085
P: 2.110 -1.171 1.571  0.899
O: 3.686 -0.992 -1.183  -0.254
C: -1.220 -6.254 -1.849  -0.497
H: 0.983 -1.784 -1.372  0.176
C: 0.086 5.635 -0.274  -0.504
H: 0.025 -2.073 1.093  0.182
H: -0.577 -4.434 -2.170  0.068
H: -1.390 3.599 1.972  0.073
H: 0.515 7.545 -1.211  0.087
P: 4.032 -1.317 0.495  0.513
H: -0.946 4.060 -1.339  0.063
H: -0.646 2.761 3.328  0.088
O: 1.047 -2.360 -0.547  -0.050
H: -1.966 -4.976 -0.264  0.066

---

(3)
C10H26Br4N6O12 | ωB97M-V/def2-TZVPD

Summary:
Energy above the lowest of the compared OMol25 structures with the same formula, charge and spin: 17.48 kcal per mole

Each line ends with the Löwdin charge.
CARTESIAN COORDINATES (ANGSTROEM)
C: -0.341 -1.118 -0.643  0.022
H: 0.731 -4.991 0.141  0.048
H: -1.062 0.213 3.448  0.093
Br: 0.255 -4.225 2.582  0.631
H: -1.786 4.030 -3.133  0.095
H: -0.939 -1.070 2.259  0.057
H: 3.340 -3.589 -4.427  0.099
O: -3.712 2.941 -4.691  0.061
H: -1.182 3.762 2.442  0.060
H: -1.856 2.324 -2.636  0.067
C: 1.237 -5.118 1.098  -0.616
O: 4.789 1.207 0.668  0.063
H: 0.082 0.282 2.121  0.084
N: 0.665 -0.920 3.817  -0.440
H: 1.228 5.054 2.055  0.057
C: -0.824 4.228 1.524  -0.667
H: 3.285 -5.149 0.320  0.050
H: 1.166 3.350 1.657  0.025
O: 1.019 -4.179 -3.035  0.042
C: -0.356 -0.380 2.869  0.011
H: -2.806 3.554 -1.726  0.092
H: 2.574 0.408 -1.462  0.077
C: -5.114 0.395 2.139  0.057
C: -2.419 3.256 -2.700  0.046
H: -0.360 -1.968 -1.327  0.081
O: 2.638 1.328 0.770  0.044
O: -2.080 -0.244 -1.881  0.072
Br: -1.605 6.015 1.266  0.581
N: 1.542 -3.119 -3.415  -0.384
O: -3.622 2.132 1.578  0.079
O: -0.948 1.133 -0.632  0.047
H: 3.203 -1.998 -3.813  0.085
O: 0.346 -1.608 4.755  0.039
H: 0.645 -0.753 -0.356  0.045
H: -0.887 -1.539 0.202  0.078
H: 3.660 -3.230 -2.653  0.069
N: 3.660 1.104 0.200  -0.449
Br: 2.818 -2.646 0.370  0.596
O: -4.450 2.199 -2.774  0.036
H: -5.106 -0.692 2.058  0.104
C: 2.711 -4.565 1.038  -0.572
C: 0.721 4.319 1.430  -0.616
O: 1.785 -0.905 3.349  0.027
C: 3.551 0.851 -1.271  0.036
N: -1.195 0.046 -1.089  -0.422
H: 4.297 0.165 -1.672  0.093
H: -5.224 0.626 3.198  0.102
H: 3.189 -4.576 2.018  0.051
H: 3.596 1.857 -1.689  0.101
H: -1.242 3.669 0.686  0.012
H: 1.327 -6.193 1.256  0.060
O: -2.944 0.097 1.457  0.026
O: 0.920 -2.035 -3.562  0.025
Br: 1.321 4.574 -0.460  0.549
N: -3.818 0.937 1.650  -0.411
C: 3.045 -3.040 -3.533  0.029
N: -3.619 2.762 -3.488  -0.426
H: -5.849 1.033 1.647  0.106

---

(4)
C7H8Cl2IrN2NdO3S | ωB97M-V/def2-TZVPD

Summary:
Multiplicity: 8
Energy above the lowest of the compared OMol25 structures with the same formula, charge and spin: 14.80 kcal per mole
Net charge: +4

Each line ends with the Löwdin charge.
CARTESIAN COORDINATES (ANGSTROEM)
C: 1.616 -0.905 0.750  -0.632
H: 4.383 -2.428 0.251  0.144
H: 4.093 -1.256 -1.021  0.157
C: 0.217 0.424 -1.439  -0.083
C: 3.431 0.426 1.673  -0.098
S: -0.113 -1.292 0.729  0.871
H: 2.224 -2.748 0.139  0.185
H: 4.919 -1.064 1.863  0.153
C: -8.375 -0.225 -1.528  -0.234
C: 4.446 -0.497 1.045  -0.098
H: 1.380 0.921 1.546  0.159
N: 2.074 0.311 1.148  0.092
C: -7.035 3.019 -2.257  -0.201
O: -6.909 4.146 -2.585  0.237
Ir: -7.173 1.200 -1.779  1.232
Cl: -2.701 1.620 1.135  -0.001
Cl: -5.267 -0.091 -1.186  -0.079
H: 3.774 1.464 1.519  0.167
O: 1.324 0.809 -1.532  0.171
H: 5.200 0.176 0.633  0.147
Nd: -2.122 -0.036 -0.591  1.286
C: 3.914 -1.496 0.027  -0.070
N: 2.465 -1.747 0.155  0.083
H: 3.424 0.340 2.756  0.163
O: -9.191 -1.071 -1.452  0.247

---

(5)
C3H4NOP | ωB97M-V/def2-TZVPD

Summary:
Energy above the lowest of the compared OMol25 structures with the same formula, charge and spin: 15.83 kcal per mole

Each line ends with the Löwdin charge.
CARTESIAN COORDINATES (ANGSTROEM)
H: 1.640 0.188 0.026  0.112
O: 0.019 1.188 2.300  -0.008
H: 0.673 1.492 -0.426  0.108
C: 0.592 0.468 -0.093  -0.166
P: -1.473 -0.761 1.283  0.953
C: -0.184 -0.465 -0.977  -0.325
N: -1.287 -1.044 -0.203  -0.355
C: -0.056 0.443 1.349  -0.555
H: -0.461 -0.263 -2.087  0.143
H: 0.537 -1.245 -1.171  0.093

---

(6)
CHF2IO | ωB97M-V/def2-TZVPD

Summary:
Energy above the lowest of the compared OMol25 structures with the same formula, charge and spin: 3.73 kcal per mole

Each line ends with the Löwdin charge.
CARTESIAN COORDINATES (ANGSTROEM)
C: -1.291 0.500 0.498  -0.584
F: -1.351 1.558 -0.285  0.183
I: 2.670 -0.661 -0.130  0.486
H: 2.424 -1.226 -1.521  -0.412
O: -1.664 0.348 1.601  0.210
F: -0.788 -0.520 -0.163  0.116

---

(7)
C6H14NO | ωB97M-V/def2-TZVPD

Summary:
Energy above the lowest of the compared OMol25 structures with the same formula, charge and spin: 45.52 kcal per mole
Net charge: +1

Each line ends with the Löwdin charge.
CARTESIAN COORDINATES (ANGSTROEM)
C: 1.458 0.375 0.837  -0.532
H: 2.080 1.218 2.481  0.099
O: 2.170 1.383 1.536  -0.024
C: -1.195 -1.524 -0.356  0.198
H: -0.479 -1.202 0.397  0.084
H: -3.791 0.870 -2.026  0.090
H: 1.275 -0.198 -1.234  0.069
C: -2.182 0.686 -0.664  -0.123
C: -3.109 1.349 -1.334  0.121
H: 2.906 0.249 -0.739  0.097
H: 1.534 -1.851 0.777  0.071
H: 2.881 -1.046 1.503  0.098
C: 1.853 0.498 -0.617  -0.044
H: 1.668 1.504 -0.985  0.089
H: -3.209 2.414 -1.190  0.093
H: -1.235 -2.551 -0.693  0.135
H: -1.556 1.159 0.077  0.122
H: 1.352 -1.135 2.402  0.089
H: -2.595 -1.057 -1.647  0.181
H: 0.379 0.562 0.964  0.096
N: -2.001 -0.699 -0.899  0.053
C: 1.796 -1.003 1.412  -0.061

---

(8)
C2H8NOPb | ωB97M-V/def2-TZVPD

Summary:
Net charge: -1

Each line ends with the Löwdin charge.
CARTESIAN COORDINATES (ANGSTROEM)
C: -2.483 2.044 -0.088  -0.076
H: 0.108 -1.270 -2.002  0.013
H: -0.799 0.097 -2.074  0.013
H: -1.293 1.074 2.560  -0.097
H: -1.826 0.607 2.293  -0.091
H: 2.913 0.137 -0.420  -0.068
H: 3.123 -0.554 1.245  -0.068
O: -3.501 2.353 0.357  -0.065
C: 2.579 -0.660 0.288  -0.580
H: -1.416 -1.275 -1.415  0.001
H: 2.652 -1.651 -0.154  -0.085
Pb: 0.508 -0.189 0.875  0.224
N: -0.566 -0.713 -1.466  -0.121

---

Number 1: energy -21359.026 eV. Number 2: energy -44210.641 eV. Number 3: energy -324454.330 eV. Number 4: energy -70458.834 eV. Number 5: energy -16000.327 eV. Number 6: energy -16636.143 eV. Number 7: energy -9978.271 eV. Number 8: energy -10985.531 eV.